A structure of composition C46H40N5OPSTl. Source: the Open Molecules 2025 dataset; level of theory: ωB97M-V/def2-TZVPD.

Geometry as XYZ:
```
95
Properties=species:S:1:pos:R:3:forces:R:3
Tl -0.241 0.202 0.741 -0.1 -0.1 0.2
O -2.426 -0.542 1.620 -0.1 -0.1 0.0
C -3.373 -1.348 1.335 0.0 0.1 0.0
C -4.647 -1.203 1.977 0.1 0.0 0.0
C -5.717 -2.021 1.709 0.1 0.0 -0.1
C -5.610 -3.053 0.767 0.0 0.1 0.1
C -4.393 -3.231 0.138 0.0 0.1 -0.1
C -3.276 -2.428 0.393 0.0 -0.1 0.1
C -2.011 -2.749 -0.274 0.1 0.0 0.0
N -0.961 -1.979 -0.493 0.0 -0.1 -0.1
C -0.008 -2.758 -1.116 0.0 0.0 0.1
C -0.484 -4.015 -1.296 -0.1 0.0 0.0
N -1.759 -3.998 -0.763 0.0 -0.1 0.0
H -4.725 -0.392 2.692 0.0 0.0 0.0
H -6.660 -1.859 2.224 0.0 0.0 0.0
H -6.450 -3.696 0.542 0.0 0.0 0.0
H -4.322 -4.012 -0.614 0.0 0.0 0.0
H 0.960 -2.350 -1.360 -0.1 0.0 0.0
H -0.050 -4.904 -1.722 0.0 0.1 0.0
H -2.366 -4.787 -0.658 0.0 0.0 0.1
N 2.355 -0.637 -0.856 0.5 -0.1 0.0
C 3.536 -1.179 -0.283 -0.2 0.1 -0.1
C 4.752 -0.988 -0.948 -0.1 0.0 0.0
C 5.953 -1.452 -0.439 -0.1 0.0 0.0
C 5.945 -2.113 0.781 0.0 0.0 0.0
C 4.735 -2.346 1.416 0.0 0.0 0.0
C 3.496 -1.936 0.902 0.0 0.1 0.1
C 2.259 -2.385 1.636 0.0 0.0 0.0
C 2.319 -3.717 2.092 0.0 0.0 -0.1
C 1.322 -4.269 2.876 0.0 0.1 0.0
C 0.240 -3.476 3.233 0.0 0.0 0.0
C 0.157 -2.181 2.735 0.1 0.0 0.0
C 1.125 -1.584 1.904 0.0 0.0 -0.1
H 1.958 0.082 -0.262 0.0 -0.1 0.0
H 2.545 -0.233 -1.765 0.0 0.1 0.0
H 4.736 -0.450 -1.891 0.0 0.1 0.0
H 6.878 -1.275 -0.975 0.0 0.0 0.0
H 6.871 -2.447 1.235 0.0 0.0 0.0
H 4.743 -2.865 2.366 0.0 0.0 0.0
H 3.149 -4.349 1.791 0.0 0.0 0.0
H 1.389 -5.302 3.198 0.0 0.0 0.0
H -0.548 -3.873 3.865 0.0 0.0 0.0
H -0.734 -1.612 2.990 0.0 0.0 0.0
C -2.376 4.221 -6.174 0.0 0.0 0.0
C -2.486 2.834 -6.195 0.0 0.0 0.0
C -2.080 2.084 -5.101 0.0 0.0 0.0
C -1.557 2.700 -3.964 0.1 0.0 0.1
C -1.455 4.089 -3.957 -0.1 -0.1 0.0
C -1.861 4.850 -5.052 0.0 0.0 0.1
P -0.995 1.774 -2.438 -0.3 0.2 -0.5
C 0.009 0.511 -3.327 0.1 0.0 0.1
C 1.260 1.010 -3.713 0.0 0.0 -0.1
C 2.173 0.225 -4.398 0.0 0.0 0.0
C 1.852 -1.094 -4.707 0.0 0.0 0.0
C 0.628 -1.606 -4.313 0.0 0.0 0.0
C -0.285 -0.815 -3.621 0.0 0.0 0.0
C -2.620 1.085 -1.938 0.1 0.0 0.1
C -3.358 0.061 -2.529 -0.1 0.0 0.0
C -4.597 -0.303 -2.019 0.0 0.0 0.0
C -5.126 0.360 -0.922 0.0 0.1 0.0
C -4.411 1.394 -0.335 0.0 0.0 -0.1
C -3.165 1.744 -0.834 0.0 0.0 0.0
H -2.691 4.805 -7.032 0.0 0.0 0.0
H -2.888 2.338 -7.070 0.0 0.0 0.0
H -2.166 1.003 -5.133 0.0 0.0 0.0
H -1.076 4.571 -3.063 0.0 0.1 0.0
H -1.782 5.931 -5.025 0.0 0.0 0.0
H 1.518 2.034 -3.461 0.0 0.0 0.0
H 3.139 0.633 -4.670 0.0 0.0 0.0
H 2.562 -1.718 -5.236 0.0 0.0 0.0
H 0.383 -2.642 -4.518 0.0 0.0 0.0
H -1.203 -1.265 -3.273 0.0 0.0 0.0
H -2.985 -0.467 -3.396 0.0 0.0 0.0
H -5.145 -1.122 -2.471 0.0 0.0 0.0
H -6.077 0.049 -0.508 0.0 0.0 0.0
H -4.806 1.905 0.534 0.0 0.0 0.0
H -2.581 2.517 -0.345 0.0 0.0 0.0
N -0.106 5.545 -0.435 -0.1 0.0 -0.1
C 0.905 4.649 -0.181 0.0 0.0 0.0
S 0.966 3.858 1.265 0.1 0.0 0.0
N 1.726 4.516 -1.259 0.1 0.0 0.0
C 2.943 3.831 -1.450 0.0 0.0 0.1
C 3.474 3.885 -2.740 0.0 0.0 0.0
C 4.676 3.267 -3.037 0.0 0.0 0.0
C 5.372 2.584 -2.049 0.0 0.0 0.0
C 4.844 2.530 -0.768 0.0 0.0 0.0
C 3.638 3.146 -0.456 0.0 0.0 0.0
H -0.693 5.736 0.359 0.0 0.0 0.0
H 0.063 6.316 -1.061 0.0 0.0 0.0
H 1.377 4.943 -2.102 0.0 0.0 0.0
H 2.936 4.425 -3.514 0.0 0.0 0.0
H 5.067 3.320 -4.045 0.0 0.0 0.0
H 6.308 2.091 -2.278 0.0 0.0 0.0
H 5.368 1.984 0.007 0.0 0.0 0.0
H 3.233 3.088 0.542 0.0 0.0 -0.1
```
Forces are in eV/Å.

Results
- Multiplicity: 1
- Largest force on an atom: 0.58 eV Å⁻¹
- Orbital gap: 5.508 eV
- DFT total energy: -82668.96380 eV
- HOMO: -3.45 eV
- Net charge: -1
- Relative energy (zero: lowest compared OMol25 entry of this formula, charge and spin): 2.117 eV